# 1
The following is a DFT calculation (ωB97M-V with the def2-TZVPD basis set) of a molecular structure, H5NOSSi.

The geometry in XYZ format:
```
9
H5NOSSi ωB97M-V with the def2-TZVPD basis set
N 0.096 0.353 1.765
O -1.191 -1.399 -0.588
Si 0.015 -0.324 -0.513
S -0.439 1.473 -1.553
H 0.843 -0.231 2.120
H 0.447 1.307 1.774
H -1.630 -1.689 0.162
H 1.266 -1.043 -0.701
H 0.593 1.552 -2.466
```

Summary:
calculated total energy = -22332.1321 eV
HOMO level = -8.94 eV
relative energy (zero: lowest compared OMol25 entry of this formula, charge and spin) = 48.2 kcal per mole

# 2
The following is a DFT calculation (ωB97M-V with the def2-TZVPD basis set) of a molecular structure, C18H41Cl4IN4O3P3S.

The geometry in XYZ format:
```
75
C18H41Cl4IN4O3P3S ωB97M-V with the def2-TZVPD basis set
C -5.124 2.101 1.982
O -5.554 0.763 2.093
C -5.539 0.207 3.400
C -4.447 -0.840 3.528
C -3.025 -0.284 3.409
C -2.007 -1.312 3.934
C -0.674 -1.279 3.190
C 0.050 0.065 3.301
C 1.131 0.293 2.239
C 0.507 0.329 0.848
N 1.214 1.059 -0.233
C 0.311 1.454 -1.303
C 0.336 0.628 -2.595
I -0.544 -1.299 -2.222
P -0.757 1.537 -3.796
N -0.298 2.967 -4.180
N 1.755 0.607 -3.138
C 2.140 -0.574 -3.975
C 1.304 -0.853 -5.228
O 1.906 -1.953 -5.873
C 2.855 1.034 -2.080
P 4.636 0.817 -2.602
C 5.160 -0.893 -2.989
C 4.713 1.777 -4.155
C 2.541 0.585 -0.635
S 2.747 -1.227 -0.457
P 3.943 1.549 0.472
N 2.982 2.756 1.186
O 4.115 0.468 1.700
H -5.977 2.790 1.969
H -4.457 2.384 2.802
H -4.578 2.213 1.042
H -6.515 -0.258 3.570
H -5.421 0.995 4.155
H -4.593 -1.570 2.726
H -4.563 -1.349 4.491
H -2.814 -0.100 2.348
H -2.946 0.668 3.944
H -2.473 -2.293 3.804
H -1.841 -1.150 5.003
H -0.870 -1.533 2.142
H -0.013 -2.058 3.584
H 0.529 0.120 4.283
H -0.659 0.899 3.254
H 1.615 1.250 2.450
H 1.891 -0.490 2.301
H -0.458 0.833 0.955
H 0.289 -0.696 0.542
H -0.716 1.397 -0.942
H 0.474 2.509 -1.563
H -2.002 1.408 -3.160
H -0.888 0.681 -4.896
H 0.512 3.387 -3.748
H 1.755 1.396 -3.800
H 2.226 -1.451 -3.336
H 3.134 -0.347 -4.345
H 0.256 -1.055 -5.015
H 1.384 -0.012 -5.924
H 1.568 -2.776 -5.501
H 2.758 2.130 -2.082
H 5.466 -1.384 -2.067
H 6.061 -0.757 -3.595
H 4.499 -1.561 -3.535
H 4.089 1.451 -4.994
H 5.760 1.774 -4.460
H 4.457 2.809 -3.901
H 3.999 -1.182 0.018
H 2.751 2.630 2.164
H 2.123 2.940 0.676
H 4.061 0.863 2.582
C -5.253 -5.200 4.050
Cl -4.671 -6.162 2.688
Cl -6.336 -3.936 3.451
Cl -6.120 -6.234 5.179
Cl -3.870 -4.459 4.872
```

Summary:
calculated total energy = -128316.5142 eV
HOMO level = -10.73 eV
charge = +1

# 3
The following is a DFT calculation (ωB97M-V with the def2-TZVPD basis set) of 5 unconnected molecules or ions with the total composition C28H26NO18.

The geometry in XYZ format:
```
73
C28H26NO18 ωB97M-V with the def2-TZVPD basis set
C -4.484 -9.187 -1.670
C -4.882 -8.069 -2.603
O -4.636 -8.072 -3.778
O -5.468 -6.949 -2.057
C -6.417 -7.141 -1.028
C -7.800 -7.401 -1.591
N -7.903 -8.676 -2.392
H -4.183 -8.819 -0.692
H -5.254 -9.955 -1.567
H -3.632 -9.672 -2.148
H -6.499 -6.191 -0.494
H -6.115 -7.884 -0.289
H -8.151 -6.583 -2.221
H -8.500 -7.493 -0.757
H -7.428 -8.601 -3.296
H -7.515 -9.459 -1.865
H -8.883 -8.899 -2.577
C -0.894 -4.302 -1.987
C -1.971 -5.052 -1.727
C -2.561 -5.161 -0.341
O -3.544 -5.882 -0.214
C -1.940 -4.439 0.737
C -0.858 -3.679 0.485
C -0.271 -3.559 -0.905
O 0.697 -2.841 -1.036
O -0.224 -2.988 1.405
O -2.609 -5.765 -2.651
H -0.465 -4.220 -2.976
H -2.363 -4.534 1.727
H 0.520 -2.518 0.976
H -3.382 -6.151 -2.203
C -0.104 0.203 3.682
C -0.325 1.178 4.574
C 0.804 1.850 5.321
O 0.496 2.744 6.089
C 2.157 1.410 5.079
C 2.381 0.439 4.184
C 1.256 -0.219 3.424
O 1.560 -1.088 2.624
O 3.583 -0.026 3.885
O -1.524 1.642 4.881
H -0.902 -0.286 3.140
H 2.954 1.893 5.623
H 3.455 -0.715 3.207
H -1.383 2.345 5.546
C 4.314 4.906 1.997
C 4.329 6.125 1.440
C 3.795 7.343 2.157
O 3.871 8.403 1.566
C 3.229 7.176 3.480
C 3.211 5.956 4.036
C 3.770 4.745 3.328
O 3.726 3.684 3.926
O 2.706 5.708 5.234
O 4.807 6.375 0.232
H 4.700 4.030 1.495
H 2.834 8.050 3.979
H 2.805 4.751 5.395
H 4.697 7.339 0.082
C 4.165 6.762 -2.999
C 4.364 8.085 -3.024
C 4.518 8.856 -4.310
O 4.681 10.057 -4.215
C 4.466 8.125 -5.562
C 4.271 6.798 -5.538
C 4.098 6.031 -4.248
O 3.913 4.833 -4.339
O 4.210 6.043 -6.624
O 4.443 8.824 -1.925
H 4.052 6.215 -2.075
H 4.589 8.680 -6.481
H 4.059 5.129 -6.312
H 4.585 9.746 -2.217
```

Summary:
calculated total energy = -67794.0945 eV
HOMO level = -10.57 eV
charge = +1

# 4
The following is a DFT calculation (ωB97M-V with the def2-TZVPD basis set) of C6H6O in the gas phase.

The geometry in XYZ format:
```
13
C6H6O ωB97M-V with the def2-TZVPD basis set
C 2.840 -0.682 0.644
C 1.675 -0.450 0.417
C 0.424 -0.060 -0.135
C -0.131 1.108 -0.402
C -1.616 0.981 -0.482
O -1.870 -0.390 -0.202
C -0.642 -1.023 0.065
H 3.750 -0.985 1.095
H 0.396 2.031 -0.423
H -2.147 1.587 0.259
H -2.066 1.225 -1.450
H -0.605 -1.946 -0.482
H -0.006 -1.395 1.095
```

Summary:
calculated total energy = -8362.2563 eV
SMILES string = C#CC1=CCOC1
HOMO level = -8.84 eV
relative energy (zero: lowest compared OMol25 entry of this formula, charge and spin) = 98.0 kcal per mole

The highest calculated total energy belongs to which entry?
C6H6O